230
Properties=species:S:1:pos:R:3 method="wB97M-V/def2-TZVPD" relative_energy_kj_mol=0.0 homo_lumo_gap_ev=9.528 charge=+7 homo_ev=-22.185 spin_multiplicity=1 e_lumo_ev=-12.66
C 0.80 0.29 -4.00
C 0.94 0.22 -5.51
N -0.38 -0.08 -6.21
C -0.14 -0.10 -7.71
C -0.95 -1.47 -5.85
C 0.09 -2.56 -6.05
C -1.51 0.87 -5.84
C -1.48 2.25 -6.44
O -0.17 2.77 -6.34
C 0.01 4.08 -6.89
H 0.37 -0.58 -3.51
H 0.29 1.21 -3.72
H 1.77 0.42 -3.52
H 1.59 -0.62 -5.75
H 1.34 1.09 -6.02
H 0.82 -0.47 -8.06
H -0.09 0.93 -8.05
H -1.00 -0.50 -8.24
H -1.83 -1.59 -6.49
H -1.44 -1.42 -4.88
H 0.77 -2.40 -6.89
H -0.44 -3.46 -6.39
H 0.74 -2.81 -5.21
H -1.56 0.86 -4.75
H -2.46 0.40 -6.10
H -2.26 2.92 -6.07
H -1.70 2.16 -7.52
H -0.38 4.91 -6.30
H -0.50 4.19 -7.85
H 1.06 4.33 -6.96
C 2.76 4.54 0.67
C 2.70 4.39 2.20
N 3.19 3.07 2.81
C 4.59 2.79 2.31
C 3.21 3.30 4.34
C 4.03 4.47 4.87
C 2.36 1.84 2.43
C 2.47 0.63 3.36
O 1.63 0.83 4.47
C 1.77 -0.17 5.49
H 1.87 4.20 0.15
H 3.64 4.11 0.19
H 2.77 5.60 0.41
H 1.65 4.46 2.47
H 3.35 5.15 2.61
H 5.15 3.72 2.41
H 4.57 2.55 1.25
H 5.01 2.00 2.92
H 3.60 2.41 4.83
H 2.14 3.39 4.50
H 3.84 4.66 5.93
H 3.83 5.44 4.42
H 5.10 4.36 4.69
H 2.50 1.53 1.39
H 1.33 2.18 2.53
H 3.51 0.53 3.70
H 2.32 -0.34 2.88
H 1.14 -1.04 5.30
H 1.61 0.22 6.49
H 2.78 -0.58 5.54
C -0.98 1.46 6.67
C -1.21 2.57 5.61
N -2.34 2.25 4.62
C -1.90 1.07 3.80
C -3.65 1.90 5.36
C -3.96 2.73 6.55
C -2.43 3.47 3.68
C -3.55 3.46 2.62
O -4.82 3.49 3.19
C -5.85 3.70 2.24
H -1.74 1.14 7.37
H -0.13 1.87 7.22
H -0.65 0.57 6.13
H -0.29 2.84 5.10
H -1.55 3.48 6.10
H -2.69 0.85 3.08
H -1.71 0.15 4.35
H -0.94 1.20 3.29
H -3.52 0.83 5.55
H -4.40 1.93 4.57
H -4.85 2.26 6.97
H -4.22 3.77 6.33
H -3.19 2.71 7.32
H -1.43 3.46 3.26
H -2.61 4.38 4.26
H -3.40 2.51 2.09
H -3.26 4.24 1.91
H -6.73 3.90 2.83
H -6.06 2.86 1.56
H -5.65 4.53 1.54
C -0.57 -1.62 2.08
C -0.70 -2.77 3.06
C -1.92 -3.69 2.96
N -1.92 -4.91 3.93
C -0.66 -5.69 3.73
C -3.20 -5.69 3.70
C -3.83 -5.93 5.08
C -3.45 -4.66 5.86
C -2.04 -4.38 5.39
H 0.11 -0.90 2.53
H -1.46 -1.00 1.96
H -0.20 -1.85 1.07
H -0.73 -2.34 4.07
H 0.27 -3.29 3.09
H -1.99 -4.12 1.96
H -2.76 -3.07 3.26
H -0.60 -5.94 2.67
H -0.89 -6.61 4.27
H 0.16 -5.12 4.15
H -2.95 -6.65 3.24
H -3.84 -5.14 3.01
H -3.46 -6.84 5.54
H -4.91 -5.98 4.99
H -3.62 -4.81 6.92
H -4.28 -3.97 5.66
H -1.33 -4.97 5.97
H -1.71 -3.34 5.41
C -4.52 2.21 -3.77
C -4.06 1.38 -2.53
C -5.22 0.54 -2.14
N -4.96 -0.58 -1.12
C -4.64 0.02 0.23
C -3.83 -1.48 -1.64
C -4.07 -2.91 -1.12
C -5.48 -2.79 -0.45
C -6.08 -1.58 -1.10
H -4.58 1.53 -4.61
H -3.81 3.01 -3.97
H -5.42 2.80 -3.62
H -3.76 1.99 -1.68
H -3.14 0.84 -2.80
H -5.55 0.04 -3.05
H -6.07 1.10 -1.74
H -5.38 0.79 0.41
H -3.63 0.42 0.22
H -4.56 -0.84 0.90
H -2.88 -1.05 -1.35
H -3.84 -1.56 -2.73
H -3.27 -3.06 -0.39
H -3.99 -3.76 -1.79
H -5.46 -2.70 0.63
H -6.11 -3.65 -0.67
H -6.94 -1.14 -0.59
H -6.43 -1.76 -2.12
C 1.77 3.85 -3.65
C 0.50 4.69 -3.50
C 0.12 4.95 -2.01
N -1.19 5.63 -1.67
C -2.36 4.72 -1.86
C -1.08 6.24 -0.24
C -0.52 7.63 -0.44
C -0.46 7.88 -1.94
C -1.42 6.86 -2.59
H 1.70 3.30 -4.59
H 1.81 3.05 -2.90
H 2.69 4.42 -3.57
H -0.38 4.12 -3.83
H 0.61 5.61 -4.07
H 0.99 5.44 -1.58
H 0.07 3.96 -1.56
H -2.24 3.92 -1.14
H -2.38 4.33 -2.88
H -3.23 5.36 -1.70
H -2.13 6.25 0.06
H -0.56 5.52 0.38
H -1.13 8.42 -0.01
H 0.52 7.77 -0.15
H -0.67 8.89 -2.27
H 0.54 7.67 -2.33
H -2.45 7.19 -2.42
H -1.14 6.54 -3.59
C 3.83 -0.53 -0.36
C 4.82 -1.15 0.62
C 6.27 -1.07 0.08
N 7.38 -1.52 1.04
C 6.96 -2.86 1.61
C 7.51 -0.62 2.29
C 8.97 -0.76 2.72
C 9.66 -0.78 1.39
C 8.79 -1.59 0.42
H 4.05 0.52 -0.53
H 2.81 -0.68 0.00
H 3.80 -1.03 -1.34
H 4.54 -2.21 0.63
H 4.74 -0.86 1.67
H 6.59 -0.04 -0.11
H 6.46 -1.67 -0.80
H 7.80 -3.38 2.06
H 6.59 -3.45 0.77
H 6.11 -2.85 2.29
H 6.80 -0.94 3.05
H 7.30 0.41 1.98
H 9.15 -1.65 3.32
H 9.21 0.12 3.31
H 10.66 -1.19 1.47
H 9.82 0.24 1.03
H 9.11 -2.63 0.45
H 8.79 -1.09 -0.54
C 2.92 -8.64 -4.18
C 1.62 -7.81 -4.19
C 1.59 -6.76 -3.08
N 0.22 -6.23 -2.70
C -0.52 -7.27 -1.89
C -0.61 -5.77 -3.89
C -1.53 -4.69 -3.38
C -0.70 -3.99 -2.32
C 0.36 -4.99 -1.81
H 2.90 -9.48 -4.87
H 3.05 -9.11 -3.20
H 3.73 -7.92 -4.32
H 0.72 -8.42 -4.01
H 1.43 -7.47 -5.21
H 2.16 -5.87 -3.35
H 2.13 -7.12 -2.20
H -1.52 -6.87 -1.74
H -0.08 -7.39 -0.90
H -0.59 -8.22 -2.42
H -1.10 -6.67 -4.27
H 0.14 -5.38 -4.58
H -2.44 -5.04 -2.88
H -1.85 -4.05 -4.20
H -1.32 -3.64 -1.49
H -0.26 -3.06 -2.70
H 0.21 -5.17 -0.75
H 1.38 -4.59 -1.79
B -0.28 1.25 -0.57
F -0.45 1.54 0.81
F -1.43 1.72 -1.23
F 0.85 2.00 -0.93
F -0.08 -0.11 -0.79

---

64
Properties=species:S:1:pos:R:3 method="wB97M-V/def2-TZVPD" relative_energy_kj_mol=0.0 homo_lumo_gap_ev=8.721 charge=+1 homo_ev=-11.668 spin_multiplicity=1 e_lumo_ev=-2.95
O 0.40 0.34 -5.73
C 0.28 1.63 -6.41
C 0.10 1.02 -7.80
H 1.21 2.22 -6.31
H -0.59 2.20 -6.05
C 0.28 -0.32 -7.03
H 0.90 1.24 -8.51
H -0.90 1.16 -8.22
C 1.54 -1.06 -7.42
H 2.41 -0.39 -7.41
H 1.43 -1.47 -8.44
H 1.72 -1.90 -6.74
C -0.93 -1.23 -7.11
H -1.85 -0.69 -6.83
H -0.80 -2.09 -6.45
H -1.04 -1.60 -8.14
Hf -0.20 -0.16 2.15
C -2.27 -0.79 2.90
C -2.46 0.62 3.12
C -2.66 1.25 1.86
H -2.59 1.10 4.09
C -2.55 0.26 0.85
C -2.29 -1.01 1.48
H -2.33 -1.97 0.97
H -2.35 -1.55 3.67
H -2.95 2.29 1.70
H -2.77 0.41 -0.21
C 1.40 -2.29 3.57
C 0.17 -2.49 2.84
C 0.44 -2.19 1.45
H -0.68 -3.06 3.21
C 1.78 -1.63 1.40
C 2.36 -1.74 2.69
H 3.39 -1.52 2.97
H 1.58 -2.59 4.60
H -0.12 -2.58 0.60
H 2.33 -1.41 0.48
O 0.27 0.65 0.20
C 0.15 -0.14 -1.10
C -0.09 0.92 -2.16
H -0.67 -0.86 -0.99
H 1.09 -0.68 -1.23
C 0.69 2.13 -1.66
H -1.16 1.14 -2.21
H 0.23 0.58 -3.15
C 0.62 2.08 -0.14
H 0.30 3.07 -2.05
H 1.74 2.05 -1.97
H -0.17 2.71 0.27
H 1.57 2.30 0.35
C 2.07 0.35 6.17
Si 0.32 0.47 5.53
C -0.68 -1.07 6.00
C -0.53 1.99 6.21
O 0.35 0.57 3.85
H 2.05 0.31 7.27
H 2.65 1.23 5.87
H 2.58 -0.54 5.79
H -0.61 -1.30 7.07
H -1.74 -0.93 5.75
H -0.32 -1.96 5.46
H -0.07 2.91 5.82
H -1.60 2.00 5.95
H -0.44 1.99 7.31

---

65
Properties=species:S:1:pos:R:3 method="wB97M-V/def2-TZVPD" relative_energy_kj_mol=831.3 homo_lumo_gap_ev=1.333 charge=0 homo_ev=-4.361 spin_multiplicity=1 e_lumo_ev=-3.03
C 4.04 -4.53 -0.58
O 3.76 -3.49 0.33
C 2.48 -2.95 0.20
C 2.16 -1.87 1.02
C 0.93 -1.26 0.95
C -0.04 -1.72 0.05
C -1.34 -1.06 -0.07
C -1.55 0.27 -0.09
C -2.95 0.79 -0.20
N -3.98 -0.25 -0.14
C -4.49 -0.66 1.09
C -5.42 -1.65 1.16
C -5.89 -2.27 -0.02
N -6.87 -3.32 0.04
C -8.30 -3.02 0.02
C -6.47 -4.72 0.21
C -5.38 -1.85 -1.26
C -4.44 -0.87 -1.32
C -0.41 1.21 -0.13
C -0.39 2.40 0.78
O 0.51 1.04 -0.89
C 0.27 -2.82 -0.75
C 1.50 -3.42 -0.69
H 5.07 -4.86 -0.42
H 3.38 -5.38 -0.40
H 3.94 -4.18 -1.60
H 2.90 -1.51 1.71
H 0.70 -0.42 1.58
H -2.20 -1.70 -0.16
H -3.14 1.51 0.60
H -3.06 1.34 -1.14
H -4.14 -0.18 1.98
H -5.82 -1.97 2.10
H -8.45 -1.95 -0.08
H -8.78 -3.53 -0.81
H -8.77 -3.35 0.95
H -5.38 -4.79 0.22
H -6.86 -5.12 1.14
H -6.85 -5.32 -0.62
H -5.74 -2.32 -2.16
H -4.04 -0.54 -2.26
H -1.21 2.38 1.50
H 0.55 2.41 1.34
H -0.46 3.32 0.20
H -0.47 -3.18 -1.45
H 1.73 -4.24 -1.34
C 2.47 5.10 -0.07
C 3.61 4.63 0.76
C 3.42 4.53 2.08
N 3.30 4.43 3.25
C 4.89 4.27 0.22
C 5.18 4.33 -1.16
C 6.42 3.98 -1.63
C 7.43 3.56 -0.76
C 8.68 3.21 -1.26
N 9.73 2.93 -1.68
C 7.15 3.49 0.60
C 5.92 3.84 1.08
H 2.71 5.16 -1.13
H 1.62 4.43 0.03
H 2.14 6.09 0.25
H 4.43 4.65 -1.86
H 6.64 4.03 -2.69
H 7.93 3.16 1.27
H 5.71 3.78 2.13

---

58
Properties=species:S:1:pos:R:3 method="wB97M-V/def2-TZVPD" relative_energy_kj_mol=122.1 homo_lumo_gap_ev="7.565 / 7.123" charge=+3 homo_ev="-19.203 / -19.226" spin_multiplicity=2 s2=0.755 e_lumo_ev="-11.64 / -12.10"
Ti 0.56 -0.34 -0.50
C 0.12 3.46 -1.73
C -0.41 2.88 -0.43
O 0.40 1.72 0.01
C 1.28 2.03 1.13
C 2.65 1.62 0.69
O 2.44 0.27 0.21
C 3.59 -0.33 -0.47
C 3.35 -0.15 -1.95
O 1.95 -0.46 -2.13
C 1.48 -0.35 -3.49
C 0.02 -0.70 -3.39
O -0.50 0.00 -2.20
C -1.63 0.89 -2.49
C -1.12 2.10 -3.26
O 0.14 2.51 -2.77
H 1.14 3.81 -1.61
H -0.50 4.32 -1.98
H -1.44 2.56 -0.48
H -0.35 3.63 0.36
H 0.94 1.46 2.00
H 1.25 3.10 1.36
H 3.36 1.58 1.52
H 3.03 2.24 -0.12
H 3.63 -1.37 -0.17
H 4.50 0.18 -0.13
H 3.97 -0.85 -2.53
H 3.52 0.87 -2.30
H 2.01 -1.06 -4.13
H 1.64 0.67 -3.83
H -0.14 -1.77 -3.23
H -0.54 -0.38 -4.26
H -2.07 1.11 -1.52
H -2.36 0.31 -3.05
H -1.87 2.90 -3.20
H -0.99 1.86 -4.31
C -2.08 -3.01 3.84
Si -2.40 -0.77 3.62
C -4.21 -0.70 3.38
C -1.60 -0.23 5.18
C -1.39 -0.53 2.11
C -0.68 -0.41 1.13
H -2.68 -3.10 4.75
H -1.00 -3.04 3.93
H -2.53 -3.31 2.90
H -4.73 -1.09 4.26
H -4.54 -1.23 2.50
H -4.50 0.35 3.28
H -2.11 -0.65 6.05
H -1.69 0.86 5.24
H -0.54 -0.49 5.22
F 1.46 -1.91 0.16
P 0.49 -3.51 -0.45
F -0.26 -3.33 0.91
F -0.44 -2.08 -0.97
F -0.51 -4.49 -1.07
F 1.58 -4.40 0.16
F 1.31 -3.25 -1.76